1.
A cluster of 5 separate species, C15H35Br10NO3P3S2 in total in a non-equilibrium geometry. Source: the Open Molecules 2025 dataset; level of theory: the ωB97M-V functional and the def2-TZVPD basis.

Net charge = -1
Electronic energy = -773712.10296 eV
M = 1233.55 g mol⁻¹
Gap between HOMO and LUMO = 5.8256 eV
Maximum force = 10.666 eV/A
LUMO = 1.259 eV

Positions of all 69 atoms, in Å:
C  1.13727  0.10901  1.84443
C  -0.14997  -0.76291  2.39813
S  -1.48179  -0.96454  1.10098
C  -2.79237  0.41670  1.24265
P  -2.16571  2.11274  0.61691
C  -3.20929  1.88422  -0.96958
N  -1.12222  2.42822  1.99615
C  -1.71095  2.42091  3.21298
S  -2.42473  2.36651  4.75958
P  -3.90882  3.20258  1.46563
P  -3.30195  5.26830  2.03184
O  -2.94191  5.41269  3.56122
O  -4.74422  6.25077  1.72666
O  -2.04457  5.91552  1.02163
H  0.96119  0.42566  0.71547
H  1.21223  1.07254  2.51043
H  2.15358  -0.46778  1.89675
H  -0.62537  -0.35770  3.38699
H  0.28080  -1.85594  2.61023
H  -3.34731  0.42196  2.26864
H  -3.62352  0.08274  0.45072
H  -1.72888  3.39737  0.05935
H  -1.04847  1.41849  -0.03546
H  -2.95791  2.73305  -1.75795
H  -4.35218  1.78615  -0.73895
H  -2.84959  0.85512  -1.45611
H  -4.41043  2.49486  2.65346
H  -4.70486  7.10332  2.26003
H  -1.24492  5.31156  1.02814
Br  -5.97209  0.50416  0.40432
C  -7.07699  -0.82669  -0.49661
C  -7.01315  -0.66538  -1.99764
Br  -8.10311  0.83851  -2.59315
H  -8.08817  -0.72880  -0.09229
H  -6.66160  -1.79234  -0.19468
H  -7.43822  -1.53995  -2.49810
H  -6.00042  -0.49389  -2.37309
Br  2.36902  -2.93581  0.56435
C  1.26412  -4.26666  -0.33659
C  1.32796  -4.10535  -1.83761
Br  0.23800  -2.60146  -2.43312
H  0.25294  -4.16877  0.06774
H  1.67951  -5.23231  -0.03465
H  0.90290  -4.97992  -2.33807
H  2.34069  -3.93386  -2.21307
Br  -2.28246  7.45165  2.67871
C  -2.29982  9.39768  2.80631
C  -1.58508  9.87080  4.05069
Br  -2.69146  9.62294  5.63777
H  -3.34632  9.71129  2.76125
H  -1.78175  9.74594  1.90825
H  -1.39606  10.94685  4.00149
H  -0.64189  9.34871  4.23453
Br  4.11437  -6.84376  -1.32391
C  5.87657  -6.10620  -1.71672
C  6.01825  -4.70557  -1.16779
Br  5.07959  -3.41114  -2.28478
H  6.01240  -6.16345  -2.80015
H  6.58333  -6.78430  -1.23002
H  7.06485  -4.38876  -1.18425
H  5.62576  -4.59530  -0.15301
Br  10.18250  -7.18252  -3.00385
C  9.29019  -7.75711  -4.64008
C  8.97653  -6.58030  -5.53445
Br  7.42981  -5.58853  -4.87994
H  8.40356  -8.32167  -4.33888
H  9.99813  -8.43362  -5.12725
H  8.69337  -6.92043  -6.53452
H  9.80105  -5.86674  -5.61806

---

2.
A structure of composition C16H32O32S8 in a non-equilibrium geometry. Source: the Open Molecules 2025 dataset; level of theory: the ωB97M-V functional and the def2-TZVPD basis.

ΔE to the lowest compared entry with this formula, charge and spin = 593.8 kJ/mol
Electronic energy = -169299.79451 eV
M = 992.94 g mol⁻¹
Gap between HOMO and LUMO = 10.8178 eV
Maximum force = 4.850 eV/A
LUMO = 0.051 eV

Positions of all 88 atoms, in Å:
C  0.54842  1.31324  0.60961
C  0.91253  -0.00972  1.33434
O  0.98048  -1.07601  0.38970
S  1.07141  -0.52375  -1.11485
O  -0.19175  -0.74273  -1.84380
O  2.28565  -1.04698  -1.81449
O  1.30058  1.04355  -0.55352
H  1.05105  2.13257  1.12358
H  -0.52444  1.44593  0.47010
H  0.14956  -0.16004  2.09813
H  1.88857  0.05136  1.81570
C  -3.67845  -4.25210  1.85177
C  -3.13493  -5.20066  2.98851
O  -1.71200  -5.22436  2.89860
S  -1.06029  -4.15702  1.85307
O  -0.01274  -4.63986  0.94708
O  -0.78590  -2.85958  2.45922
O  -2.50939  -4.15540  0.98446
H  -4.05521  -3.26516  2.12030
H  -4.55704  -4.60512  1.31181
H  -3.65944  -6.10875  2.69123
H  -3.49537  -4.78109  3.92773
C  0.98149  1.39946  -5.96597
C  1.19561  0.33826  -4.94715
O  1.16344  1.08992  -3.76258
S  0.17711  2.47279  -3.83800
O  0.87601  3.53720  -3.15896
O  -1.12968  2.10399  -3.25811
O  0.13498  2.35814  -5.49694
H  0.42370  1.10004  -6.85329
H  1.87042  1.85629  -6.40094
H  2.21681  -0.03256  -5.03515
H  0.49991  -0.49884  -4.88905
C  -3.16503  -2.54557  -2.39545
C  -4.13877  -2.98506  -3.38991
O  -5.46472  -2.98160  -2.88743
S  -5.45469  -2.66918  -1.24003
O  -6.17716  -3.75890  -0.54474
O  -5.83926  -1.28589  -0.89048
O  -3.81261  -2.74467  -1.15681
H  -3.02493  -1.46762  -2.47606
H  -2.17950  -3.00393  -2.31329
H  -3.83038  -3.98852  -3.68328
H  -4.06642  -2.31832  -4.24917
C  4.12507  -0.55962  3.50662
C  3.63773  -1.99090  3.14189
O  4.22108  -2.28812  1.94278
S  5.32069  -1.25890  1.30051
O  4.67734  -0.40895  0.25133
O  6.57980  -1.92914  0.99521
O  5.30002  -0.38681  2.69292
H  4.52666  -0.37924  4.50376
H  3.31952  0.17072  3.43044
H  2.59236  -2.18305  2.90030
H  3.95755  -2.77901  3.82359
C  -3.11946  -0.06097  0.93749
C  -3.34686  0.83962  -0.28490
O  -4.21801  1.88347  0.02514
S  -4.30445  2.03642  1.72074
O  -5.60888  1.54919  2.11181
O  -3.88617  3.41387  2.07412
O  -3.06754  0.94164  1.88249
H  -2.22538  -0.67548  0.83217
H  -3.88933  -0.81962  1.07833
H  -3.83308  0.28375  -1.08659
H  -2.43365  1.22215  -0.74078
C  -0.90166  4.48058  3.81718
C  -1.34198  4.34589  5.26211
O  -0.50516  3.35037  5.78384
S  -0.39323  2.16216  4.72206
O  -1.57972  1.33368  4.78448
O  0.83864  1.45792  4.94204
O  -0.38508  3.16669  3.43798
H  -0.10534  5.21143  3.67635
H  -1.67477  4.72491  3.08869
H  -2.41928  4.21316  5.36160
H  -0.95588  5.22319  5.78113
C  4.47528  2.31305  -3.84527
C  4.60543  1.72089  -2.45821
O  5.90445  2.01217  -2.03390
S  6.90472  2.59616  -3.34043
O  8.06698  1.73755  -3.55578
O  7.16192  3.99757  -3.25707
O  5.69792  2.29545  -4.49161
H  4.24130  3.37715  -3.81303
H  3.78195  1.64778  -4.35986
H  4.33617  0.66498  -2.43247
H  3.85432  2.19245  -1.82451

---

3.
A structure of composition C3H7I2P in a non-equilibrium geometry. Source: the Open Molecules 2025 dataset; level of theory: the ωB97M-V functional and the def2-TZVPD basis.

ΔE to the lowest compared entry with this formula, charge and spin = 384.1 kJ/mol
Electronic energy = -28710.70918 eV
M = 327.87 g mol⁻¹
Gap between HOMO and LUMO = 3.8705 eV
Maximum force = 4.800 eV/A
LUMO = -2.773 eV

Positions of all 13 atoms, in Å:
C  1.25726  -1.11299  0.40251
C  -0.21934  -0.85794  0.72641
C  -0.38952  0.56158  1.14512
P  -0.47126  2.64533  -2.28498
I  0.06903  0.32300  -2.99169
I  -2.71783  2.34543  -1.54087
H  1.39872  -1.71146  -0.48762
H  1.87737  -0.25443  0.36314
H  1.52172  -1.69515  1.21806
H  -0.73059  -1.01567  -0.21138
H  -0.64355  -1.51611  1.37554
H  -1.34121  1.07841  1.27725
H  0.38920  1.20999  1.00852

---

4.
A structure of composition C23H50N2O2P2Sn in a non-equilibrium geometry. Source: the Open Molecules 2025 dataset; level of theory: the ωB97M-V functional and the def2-TZVPD basis.

ΔE to the lowest compared entry with this formula, charge and spin = 272.0 kJ/mol
Net charge = +4
Electronic energy = -56098.66440 eV
M = 567.32 g mol⁻¹
Gap between HOMO and LUMO = 5.9063 eV
Maximum force = 6.095 eV/A
LUMO = -15.481 eV

Positions of all 80 atoms, in Å:
Sn  0.14681  -0.12395  -0.69788
C  0.31996  0.54210  1.56467
O  1.08798  1.48840  1.71855
C  -2.22823  0.18564  0.05059
O  -3.10444  0.71110  0.59564
P  0.17790  2.51293  -1.59300
C  -0.04423  2.27765  -3.42265
H  -0.09199  3.28769  -3.85771
C  -1.25221  3.59536  -1.08716
H  -2.12526  2.91384  -1.13344
C  1.78099  3.45727  -1.42727
H  2.52289  2.74225  -1.82503
C  1.52597  -3.35578  1.10770
P  0.09759  -2.70329  0.14395
H  -0.24602  -4.55591  -1.32947
H  2.38059  -3.22532  0.42677
C  -1.43462  -3.44123  0.89717
H  -1.19875  -4.51347  0.84904
C  -1.14040  4.09573  0.36310
H  -2.10279  4.54349  0.66686
H  -0.37257  4.87807  0.46100
H  -0.90665  3.28958  1.07173
C  -1.52598  4.77203  -2.03679
H  -0.75379  5.54982  -1.95054
H  -2.49136  5.23335  -1.77094
H  -1.59696  4.46513  -3.08741
C  1.85395  4.73648  -2.26223
H  1.51452  4.60877  -3.29494
H  2.90155  5.07038  -2.31693
H  1.28430  5.55661  -1.80455
C  2.18857  3.78756  0.00866
H  3.23542  4.12965  0.01637
H  2.11843  2.91409  0.65919
H  1.56953  4.58955  0.42786
C  1.19754  1.58964  -3.99446
H  2.11543  2.18697  -3.93082
H  1.01983  1.31753  -5.04504
H  1.43000  0.67776  -3.42085
C  -1.36142  1.54546  -3.74830
H  -1.42192  0.55893  -3.26239
H  -1.43974  1.38473  -4.83512
H  -2.24105  2.12667  -3.43182
C  1.37962  -4.84394  1.41862
H  1.16909  -5.46251  0.53645
H  0.59522  -5.02565  2.16333
H  2.32431  -5.19599  1.85375
C  1.82040  -2.56084  2.38074
H  0.99029  -2.62512  3.09353
C  -0.71579  -2.81122  -2.53791
H  2.01779  -1.50339  2.17394
H  2.70885  -2.99376  2.85969
C  1.61162  -3.66712  -2.03205
H  -0.35954  -1.76268  -2.58763
H  -0.56135  -3.25131  -3.53579
H  -1.79269  -2.77722  -2.31674
C  0.16626  -3.54867  -1.52020
H  1.60914  -3.99640  -3.07995
H  2.18519  -4.39812  -1.44749
H  2.14677  -2.70474  -2.00232
C  -2.68900  -3.16194  0.07171
H  -2.82705  -2.07909  -0.07091
H  -3.54404  -3.53306  0.65152
H  -2.67297  -3.67439  -0.89993
C  -1.60290  -3.01145  2.35517
H  -1.34640  -1.94377  2.48827
H  -0.98210  -3.59661  3.05475
H  -2.65857  -3.13051  2.64319
H  0.91935  -1.14263  -3.78192
H  0.40786  -0.54217  -3.73477
C  0.51435  0.90873  5.35005
N  -0.36639  -0.20380  4.92362
C  -1.10052  -0.95984  5.94475
C  -0.53901  -0.43526  3.67156
N  -0.56443  0.13046  2.54775
H  0.36948  1.02806  6.42843
H  0.28856  1.85033  4.82137
H  1.57140  0.66912  5.15132
H  -2.17301  -0.86665  5.74829
H  -0.84759  -2.01230  5.82276
H  -0.84156  -0.56774  6.93100

---

5.
The ion C4H9N2 with charge +1 in a non-equilibrium geometry. Source: the Open Molecules 2025 dataset; level of theory: the ωB97M-V functional and the def2-TZVPD basis.

ΔE to the lowest compared entry with this formula, charge and spin = 322.4 kJ/mol
Net charge = +1
Electronic energy = -7264.80016 eV
SMILES = C1CN2C[C@@H]2[NH2+]1
M = 85.13 g mol⁻¹
Gap between HOMO and LUMO = 10.4605 eV
Maximum force = 4.098 eV/A
LUMO = -3.729 eV

Positions of all 15 atoms, in Å:
C  -1.07878  -0.61553  0.38937
C  0.24620  -0.50810  1.26743
N  1.16688  0.27516  0.41176
C  0.67450  1.46890  -0.17719
C  0.69387  0.24200  -1.01661
N  -0.51815  -0.61559  -0.99320
H  -1.59524  -1.48773  0.94508
H  -1.60049  0.32848  0.62131
H  0.65773  -1.43531  1.54912
H  0.08271  0.16168  2.11573
H  1.43311  2.26238  -0.46894
H  -0.29993  2.07508  -0.01815
H  1.39569  -0.00726  -1.75641
H  -1.17061  -0.49023  -1.81537
H  -0.08749  -1.65393  -1.05393